(1)
The following is a DFT calculation (wB97M-V/def2-TZVPD) of a structure of composition C25H28Cl4FN2O3SZr in a non-equilibrium geometry.

Geometry (Å):
Zr1 -0.440 -1.231 -1.022
C1 -3.083 -0.158 1.103
C2 -2.543 0.821 2.141
C3 -3.234 2.184 2.000
C4 -1.027 0.985 2.244
C5 -0.512 1.119 3.541
C6 0.810 1.442 3.776
C7 1.632 1.682 2.684
C8 1.169 1.546 1.375
C9 2.183 1.925 0.286
C10 1.772 3.130 -0.565
C11 2.635 0.773 -0.610
C12 -0.160 1.124 1.166
N1 -0.639 0.814 -0.149
C13 -1.274 1.848 -0.828
C14 -1.571 3.115 -0.317
C15 -2.199 4.088 -1.089
C16 -2.543 3.848 -2.410
C17 -2.221 2.610 -2.963
C18 -1.600 1.681 -2.170
F1 -1.190 0.510 -2.738
H1 -4.172 -0.221 1.204
H2 -2.679 -1.162 1.224
H3 -2.878 0.154 0.076
H4 -2.834 0.434 3.119
H5 -3.191 2.547 0.967
H6 -2.784 2.942 2.647
H7 -4.288 2.085 2.274
H8 -1.183 0.980 4.380
H9 1.188 1.528 4.788
H10 2.664 1.974 2.844
H11 3.066 2.241 0.845
H12 1.039 2.863 -1.331
H13 2.656 3.526 -1.072
H14 1.341 3.930 0.041
H15 1.769 0.411 -1.158
H16 3.048 -0.053 -0.032
H17 3.385 1.117 -1.330
H18 -1.299 3.330 0.711
H19 -2.420 5.051 -0.642
H20 -3.041 4.602 -3.005
H21 -2.439 2.360 -3.994
Cl1 5.149 -4.801 1.049
C19 3.781 -4.242 0.146
C20 3.443 -4.836 -1.060
Cl2 4.386 -6.147 -1.686
C21 2.329 -4.374 -1.777
Cl3 1.880 -5.073 -3.296
C22 1.555 -3.330 -1.292
O1 0.484 -2.848 -1.901
C23 1.906 -2.717 -0.066
O2 1.141 -1.715 0.346
C24 3.011 -3.179 0.636
Cl4 3.387 -2.393 2.132
C25 -1.431 -4.280 0.518
O3 -1.031 -2.947 0.857
H22 -1.855 -4.777 1.393
H23 -0.576 -4.848 0.146
H24 -2.173 -4.190 -0.267
H25 -0.226 -2.979 1.393
N2 1.024 -0.673 -3.140
H26 1.904 -1.175 -3.115
H27 1.151 0.228 -3.586
H28 0.393 -1.227 -3.714
S1 -2.545 -1.969 -1.728

## Properties
total charge = -1
ΔE to the lowest compared entry with this formula, charge and spin = 26.4 kcal per mole
HOMO level = -4.35 eV
multiplicity = 1
E_LUMO = 2.48 eV
HOMO-LUMO gap = 6.827 eV

***

(2)
The following is a DFT calculation (wB97M-V/def2-TZVPD) of a structure of composition C25H28ClN3RuSbSe4 in a non-equilibrium geometry.

Geometry (Å):
Ru1 0.773 -0.133 0.755
Se1 4.310 0.053 4.716
Sb1 3.739 0.695 2.394
Se2 2.733 -1.363 1.272
Se3 1.362 1.562 2.338
Se4 5.264 1.914 1.079
C1 -3.490 0.116 1.022
C2 -2.850 1.430 1.417
C3 -3.491 2.270 2.324
C4 -3.002 3.540 2.590
C5 -1.877 4.002 1.922
C6 -1.198 3.193 1.017
C7 -0.026 3.736 0.223
C8 -1.683 1.901 0.828
N1 -0.865 1.007 -0.007
C9 -1.070 0.941 -1.243
C10 -2.170 1.655 -1.952
C11 -0.067 0.089 -2.015
C12 -0.176 0.016 -3.496
N2 0.829 -0.483 -1.308
C13 1.943 -1.146 -2.013
C14 3.028 -0.380 -2.422
C15 3.103 1.122 -2.217
C16 4.080 -1.061 -3.031
C17 4.031 -2.433 -3.230
C18 2.920 -3.153 -2.818
C19 1.853 -2.515 -2.194
C20 0.641 -3.293 -1.727
H1 -3.961 -0.373 1.880
H2 -2.785 -0.577 0.583
H3 -4.278 0.286 0.276
H4 -4.403 1.923 2.809
H5 -3.511 4.181 3.303
H6 -1.510 5.013 2.103
H7 0.436 4.577 0.741
H8 -0.370 4.105 -0.757
H9 0.747 2.998 0.052
H10 -2.767 2.242 -1.261
H11 -2.820 0.935 -2.461
H12 -1.759 2.317 -2.722
H13 -1.174 -0.344 -3.773
H14 0.572 -0.638 -3.919
H15 -0.068 1.014 -3.933
H16 2.767 1.427 -1.246
H17 2.504 1.662 -2.968
H18 4.125 1.469 -2.308
H19 4.960 -0.498 -3.344
H20 4.862 -2.944 -3.712
H21 2.874 -4.230 -2.978
H22 0.644 -4.306 -2.136
H23 -0.298 -2.820 -2.031
H24 0.624 -3.383 -0.640
Cl1 -2.446 -4.764 1.680
C21 -1.729 -3.401 2.457
C22 -1.869 -3.192 3.809
C23 -1.267 -2.073 4.361
C24 -0.554 -1.205 3.550
N3 -0.434 -1.416 2.237
C25 -1.013 -2.507 1.706
H25 -2.438 -3.893 4.414
H26 -1.345 -1.869 5.424
H27 -0.073 -0.321 3.934
H28 -0.888 -2.679 0.647

## Properties
total charge = +1
ΔE to the lowest compared entry with this formula, charge and spin = 2.9 kcal per mole
HOMO level (alpha / beta) = -10.56 / -10.53 eV
<S²> = 6.0309
multiplicity = 5
E_LUMO (alpha / beta) = -3.70 / -5.13 eV
HOMO-LUMO gap (alpha / beta) = 6.866 / 5.397 eV

***

(3)
The following is a DFT calculation (wB97M-V/def2-TZVPD) of a structure of composition C25H28FN3O3Pd.

Geometry (Å):
Pd1 -0.138 -0.132 0.274
C1 5.369 1.660 5.114
C2 5.877 0.671 4.072
C3 7.174 1.168 3.455
C4 7.693 0.171 2.433
C5 6.644 -0.065 1.380
C6 6.995 -0.414 0.098
C7 6.011 -0.634 -0.860
F1 6.395 -0.982 -2.101
C8 4.686 -0.503 -0.574
C9 4.304 -0.141 0.724
C10 2.876 0.000 1.025
O1 2.049 -0.103 0.094
C11 2.556 0.283 2.378
C12 3.567 0.495 3.270
N1 4.879 0.437 2.993
C13 5.280 0.078 1.705
C14 1.147 0.373 2.949
O2 1.005 0.996 3.991
O3 0.229 -0.293 2.337
H1 6.205 1.952 5.748
H2 4.600 1.242 5.760
H3 4.973 2.556 4.633
H4 6.072 -0.290 4.557
H5 7.902 1.323 4.251
H6 6.988 2.133 2.972
H7 7.929 -0.773 2.935
H8 8.612 0.527 1.968
H9 8.039 -0.519 -0.172
H10 3.923 -0.676 -1.320
H11 3.282 0.740 4.282
C15 -1.987 -0.701 -0.344
C16 -2.731 -1.874 -0.209
C17 -2.071 -3.132 -0.037
C18 -2.782 -4.297 0.145
C19 -4.177 -4.283 0.153
C20 -4.848 -3.075 -0.031
C21 -4.153 -1.899 -0.217
H12 -0.989 -3.137 -0.043
H13 -2.254 -5.233 0.285
H14 -4.732 -5.200 0.301
H15 -5.932 -3.060 -0.023
H16 -4.682 -0.964 -0.357
C22 -3.158 4.060 0.263
C23 -1.653 3.997 0.030
C24 -1.314 4.570 -1.350
C25 -0.926 4.778 1.121
N2 -1.301 2.570 0.153
N3 0.079 2.248 -0.042
H17 -3.503 5.094 0.263
H18 -3.405 3.601 1.221
H19 -3.695 3.520 -0.522
H20 -1.701 5.586 -1.448
H21 -1.761 3.959 -2.139
H22 -0.235 4.618 -1.518
H23 -1.307 5.799 1.169
H24 0.149 4.838 0.930
H25 -1.082 4.299 2.090
H26 -1.837 2.019 -0.507
H27 0.579 2.569 0.780
H28 0.472 2.703 -0.863

## Properties
ΔE to the lowest compared entry with this formula, charge and spin = 11.4 kcal per mole
HOMO level (alpha / beta) = -6.15 / -8.66 eV
<S²> = 6.0502
multiplicity = 5
E_LUMO (alpha / beta) = -0.21 / -1.35 eV
HOMO-LUMO gap (alpha / beta) = 5.933 / 7.315 eV

***

(4)
The following is a DFT calculation (wB97M-V/def2-TZVPD) of an isolated molecule of C25H28N2O4S in a non-equilibrium geometry.

Geometry (Å):
C1 -7.680 -3.063 0.306
C2 -6.431 -2.245 0.206
C3 -5.435 -2.578 -0.707
C4 -4.272 -1.831 -0.786
C5 -4.108 -0.750 0.057
S1 -2.638 0.266 -0.081
O1 -1.606 -0.486 -0.742
O2 -2.336 0.836 1.204
C6 -3.172 1.636 -1.214
C7 -2.365 2.808 -0.835
C8 -2.682 4.074 -0.428
C9 -1.459 4.699 -0.092
C10 -0.485 3.758 -0.281
C11 0.991 3.860 -0.149
O3 1.585 4.839 -0.574
N1 1.615 2.829 0.453
C12 1.011 1.677 1.082
C13 1.337 0.421 0.271
N2 2.779 0.285 0.216
C14 3.299 -0.974 -0.153
C15 2.561 -1.875 -0.917
C16 3.098 -3.100 -1.261
C17 4.378 -3.433 -0.862
C18 5.121 -2.561 -0.077
C19 6.498 -2.954 0.371
C20 4.576 -1.334 0.303
C21 5.336 -0.431 1.230
C22 3.372 1.432 -0.448
C23 3.052 2.700 0.348
O4 -1.036 2.613 -0.746
C24 -5.080 -0.401 0.974
C25 -6.239 -1.152 1.046
H1 -8.542 -2.431 0.506
H2 -7.855 -3.623 -0.609
H3 -7.590 -3.774 1.127
H4 -5.571 -3.428 -1.359
H5 -3.483 -2.078 -1.478
H6 -2.960 1.273 -2.218
H7 -4.233 1.810 -1.071
H8 -3.660 4.508 -0.389
H9 -1.315 5.700 0.258
H10 -0.066 1.786 1.185
H11 1.450 1.577 2.082
H12 0.907 -0.451 0.765
H13 0.875 0.520 -0.723
H14 1.567 -1.617 -1.246
H15 2.520 -3.791 -1.858
H16 4.804 -4.383 -1.151
H17 6.522 -3.112 1.450
H18 7.221 -2.176 0.132
H19 6.807 -3.877 -0.114
H20 5.783 -1.010 2.035
H21 4.665 0.305 1.663
H22 6.142 0.088 0.710
H23 4.450 1.299 -0.524
H24 2.966 1.548 -1.469
H25 3.438 3.588 -0.156
H26 3.484 2.631 1.352
H27 -4.907 0.442 1.625
H28 -7.005 -0.891 1.762

## Properties
structure (SMILES) = Cc1ccc(S(=O)(=O)Cc2ccc(C(=O)N3CCN(c4cccc(C)c4C)CC3)o2)cc1
ΔE to the lowest compared entry with this formula, charge and spin = 31.6 kcal per mole
HOMO level = -7.84 eV
multiplicity = 1
E_LUMO = 0.36 eV
HOMO-LUMO gap = 8.192 eV

***

(5)
The following is a DFT calculation (wB97M-V/def2-TZVPD) of an isolated molecule of C25H28N4O4.

Geometry (Å):
C1 -5.764 -3.376 1.027
C2 -6.034 -1.903 0.995
C3 -7.323 -1.423 1.200
C4 -7.577 -0.064 1.172
C5 -6.551 0.833 0.941
C6 -5.255 0.365 0.736
N1 -4.255 1.311 0.505
C7 -2.930 1.144 0.310
O1 -2.342 0.067 0.300
C8 -2.256 2.437 0.101
N2 -2.987 3.594 0.123
C9 -2.144 4.564 -0.095
N3 -0.890 4.103 -0.263
C10 -0.925 2.745 -0.142
C11 0.349 2.009 -0.289
O2 1.369 2.617 -0.588
N4 0.284 0.695 -0.064
C12 1.468 -0.128 -0.190
C13 1.729 -0.535 -1.643
C14 0.536 -1.233 -2.305
C15 0.887 -1.552 -3.758
C16 0.138 -2.510 -1.568
C17 2.633 0.654 0.436
O3 2.583 1.091 1.557
O4 3.686 0.724 -0.364
C18 4.823 1.461 0.109
C19 5.824 0.540 0.753
C20 6.913 0.065 0.034
C21 7.815 -0.804 0.624
C22 7.632 -1.210 1.935
C23 6.544 -0.746 2.654
C24 5.644 0.126 2.068
C25 -5.004 -1.003 0.764
H1 -6.004 -3.783 2.009
H2 -4.720 -3.585 0.810
H3 -6.384 -3.892 0.295
H4 -8.128 -2.120 1.381
H5 -8.581 0.301 1.332
H6 -6.747 1.895 0.918
H7 -4.548 2.284 0.484
H8 -2.410 5.601 -0.137
H9 -0.032 4.605 -0.442
H10 -0.626 0.265 0.127
H11 1.319 -1.014 0.436
H12 1.975 0.367 -2.207
H13 2.600 -1.192 -1.667
H14 -0.320 -0.550 -2.298
H15 1.168 -0.648 -4.293
H16 1.722 -2.249 -3.801
H17 0.038 -2.002 -4.267
H18 1.002 -3.160 -1.436
H19 -0.612 -3.051 -2.140
H20 -0.287 -2.285 -0.594
H21 4.472 2.215 0.821
H22 5.241 1.944 -0.776
H23 7.055 0.379 -0.990
H24 8.662 -1.165 0.059
H25 8.336 -1.888 2.394
H26 6.397 -1.062 3.676
H27 4.792 0.489 2.624
H28 -4.000 -1.359 0.605

## Properties
structure (SMILES) = Cc1cccc(NC(=O)c2nc[nH]c2C(=O)N[C@@H](CC(C)C)C(=O)OCc2ccccc2)c1
ΔE to the lowest compared entry with this formula, charge and spin = 26.3 kcal per mole
HOMO level = -8.47 eV
multiplicity = 1
E_LUMO = 0.34 eV
HOMO-LUMO gap = 8.813 eV

***

(6)
The following is a DFT calculation (wB97M-V/def2-TZVPD) of an isolated molecule of C25H28N4O5S in a non-equilibrium geometry.

Geometry (Å):
C1 5.194 -2.122 6.732
O1 4.312 -1.108 6.321
C2 3.608 -1.291 5.164
C3 3.671 -2.421 4.360
C4 2.914 -2.503 3.204
C5 2.089 -1.453 2.824
N1 1.267 -1.486 1.695
C6 1.495 -2.083 0.505
S1 2.957 -2.757 0.091
N2 0.436 -2.102 -0.359
C7 0.638 -2.386 -1.759
C8 0.465 -1.144 -2.658
N3 0.971 0.051 -2.016
C9 0.473 1.275 -2.617
C10 0.941 2.458 -1.766
O2 2.341 2.517 -1.693
C11 2.851 1.316 -1.154
C12 2.425 0.110 -1.984
C13 -0.935 -2.010 0.101
C14 -1.645 -0.740 -0.294
C15 -2.565 -0.721 -1.291
C16 -3.227 0.468 -1.704
C17 -4.159 0.480 -2.763
C18 -4.726 1.676 -3.091
C19 -4.403 2.864 -2.407
C20 -3.504 2.885 -1.375
C21 -2.912 1.662 -1.024
N4 -2.013 1.600 0.001
C22 -1.345 0.480 0.433
O3 -0.590 0.574 1.393
O4 -5.109 3.895 -2.939
C23 -5.893 3.344 -3.978
O5 -5.644 1.959 -4.063
C24 2.011 -0.326 3.644
C25 2.760 -0.245 4.795
H1 5.654 -1.760 7.650
H2 5.974 -2.304 5.985
H3 4.665 -3.058 6.938
H4 4.304 -3.255 4.618
H5 2.973 -3.392 2.599
H6 0.560 -0.743 1.690
H7 1.649 -2.785 -1.863
H8 -0.068 -3.158 -2.084
H9 -0.597 -0.981 -2.861
H10 0.963 -1.344 -3.623
H11 -0.620 1.251 -2.644
H12 0.847 1.405 -3.649
H13 0.610 3.403 -2.202
H14 0.525 2.351 -0.753
H15 3.937 1.418 -1.147
H16 2.489 1.188 -0.123
H17 2.821 -0.796 -1.527
H18 2.839 0.202 -3.004
H19 -0.946 -2.110 1.190
H20 -1.485 -2.859 -0.327
H21 -2.815 -1.638 -1.808
H22 -4.407 -0.427 -3.289
H23 -3.262 3.797 -0.857
H24 -1.805 2.453 0.509
H25 -5.629 3.827 -4.932
H26 -6.959 3.518 -3.765
H27 1.353 0.484 3.365
H28 2.708 0.624 5.432

## Properties
structure (SMILES) = COc1ccc(NC(=S)N(CCN2CCOCC2)Cc2cc3cc4c(cc3[nH]c2=O)OCO4)cc1
ΔE to the lowest compared entry with this formula, charge and spin = 44.5 kcal per mole
HOMO level = -7.31 eV
multiplicity = 1
E_LUMO = -0.13 eV
HOMO-LUMO gap = 7.173 eV

***

(7)
The following is a DFT calculation (wB97M-V/def2-TZVPD) of a cluster of 2 separate species, C25H28N6O3S2 in total in a non-equilibrium geometry.

Geometry (Å):
O1 -1.350 -0.083 3.706
C1 -0.749 -0.112 2.635
C2 -0.600 1.086 1.808
C3 0.078 0.936 0.591
C4 0.282 2.046 -0.237
C5 -0.185 3.312 0.140
C6 -0.861 3.462 1.349
N1 -1.346 4.679 1.809
C7 -1.914 4.528 2.987
C8 -2.497 5.644 3.736
C9 -2.886 5.505 5.076
C10 -3.432 6.610 5.723
C11 -3.581 7.812 5.030
N2 -3.211 7.947 3.748
C12 -2.677 6.887 3.114
S1 -1.915 2.882 3.610
C13 -1.069 2.363 2.176
N3 0.572 -0.295 0.183
C14 0.447 -1.337 0.978
N4 -0.159 -1.301 2.236
C15 -0.200 -2.465 3.127
C16 -1.312 -3.486 2.929
C17 0.136 -3.883 2.671
H1 0.812 1.919 -1.175
H2 -0.026 4.182 -0.491
H3 -2.770 4.571 5.620
H4 -3.745 6.548 6.759
H5 -4.010 8.666 5.544
H6 -2.384 7.013 2.076
H7 0.869 -2.268 0.616
H8 0.063 -2.226 4.167
H9 -1.795 -3.883 3.827
H10 -1.977 -3.349 2.070
H11 0.426 -4.073 1.635
H12 0.614 -4.541 3.404
C18 3.975 -0.989 -1.094
N5 2.711 -1.051 -1.824
C19 2.533 -1.744 -2.955
O2 3.413 -2.462 -3.424
C20 1.154 -1.631 -3.629
C21 0.555 -2.989 -4.043
C22 0.283 -3.907 -2.846
S2 -0.997 -3.287 -1.715
C23 -1.412 -4.814 -0.833
N6 1.071 -0.663 -4.739
C24 1.792 -0.511 -5.853
C25 2.950 -1.419 -6.205
O3 1.496 0.391 -6.621
H13 3.854 -0.397 -0.186
H14 4.737 -0.528 -1.725
H15 4.303 -1.997 -0.832
H16 1.920 -0.546 -1.439
H17 0.487 -1.236 -2.862
H18 1.232 -3.504 -4.723
H19 -0.389 -2.822 -4.565
H20 -0.047 -4.869 -3.238
H21 1.207 -4.070 -2.291
H22 -2.205 -4.611 -0.113
H23 -0.533 -5.191 -0.310
H24 -1.759 -5.565 -1.542
H25 0.328 0.014 -4.675
H26 3.200 -1.277 -7.255
H27 2.684 -2.459 -6.046
H28 3.810 -1.157 -5.594

## Properties
structure (SMILES) = O=c1c2c(ccc3nc(-c4cccnc4)sc32)ncn1C1CC1.CNC(=O)[C@H](CCSC)NC(C)=O
HOMO level = -8.58 eV
multiplicity = 1
E_LUMO = -0.47 eV
HOMO-LUMO gap = 8.115 eV